(1)
# C44H65ClF18N2O15PS

A cluster of 7 separate species, C44H65ClF18N2O15PS in total at a distorted geometry (ωB97M-V/def2-TZVPD, the OMol25 dataset).

Structure (ORCA input):
```
! RIJCOSX wB97M-V def2-TZVPD def2/J DEFGRID3
* xyz 1 1
C 3.64141 0.38467 0.36251
C 3.98608 0.35421 -1.15483
C 3.19630 1.42073 -1.92269
C 3.62733 2.86069 -1.57950
C 3.36406 3.84189 -2.75288
C 2.26967 4.86753 -2.45154
C 0.87390 4.28568 -2.15313
C -0.05078 4.29574 -3.41862
C -1.18220 3.30860 -3.34451
C -1.29032 2.22198 -4.14800
C -0.26393 2.02617 -5.22774
C 0.99342 1.28197 -4.74594
C -2.32375 1.32345 -3.97230
C -2.30338 0.08127 -4.84622
O -1.21503 -0.35498 -5.20436
O -3.44972 -0.55639 -5.21799
P -3.38159 -2.19693 -4.58373
C -5.09830 -2.67745 -4.16823
O -2.70739 -2.03633 -3.08340
C -3.27463 1.58997 -3.00983
S -4.60624 0.44328 -2.75082
C -3.18686 2.70635 -2.24871
C -4.21392 3.06930 -1.20884
Cl -5.80679 3.38211 -1.97027
C -4.29529 2.05093 -0.04462
C -4.17292 2.76379 1.30786
N -2.14245 3.52567 -2.41588
N -2.09416 4.65912 -1.60001
H 4.55459 0.44671 0.94106
H 3.08965 -0.51886 0.60371
H 2.98415 1.22764 0.55633
H 3.64947 -0.59514 -1.56564
H 5.04753 0.47243 -1.34846
H 3.43270 1.26568 -2.97069
H 2.12940 1.30448 -1.73119
H 3.16938 3.23603 -0.66612
H 4.70289 2.82674 -1.42166
H 4.28008 4.41390 -2.88421
H 3.16627 3.34208 -3.69740
H 2.57022 5.36845 -1.53174
H 2.19245 5.65285 -3.20124
H 0.92589 3.28479 -1.73060
H 0.43598 4.97525 -1.44028
H 0.58202 4.10606 -4.27147
H -0.48331 5.28761 -3.52389
H -0.01201 2.97452 -5.68550
H -0.68710 1.44257 -6.02988
H 1.76587 2.00756 -4.53441
H 0.77690 0.65157 -3.89120
H 1.33350 0.62616 -5.54026
H -5.00558 -3.68122 -3.75312
H -5.59211 -2.07700 -3.40818
H -5.68336 -2.77156 -5.07792
H -3.36713 -2.22930 -2.39704
H -5.51035 0.89814 -3.63504
H -3.96118 4.01358 -0.76042
H -3.56790 1.25176 -0.15518
H -5.28769 1.61780 -0.07606
H -3.22090 3.28169 1.37418
H -4.99608 3.46865 1.37785
H -4.28872 2.03277 2.10166
H -1.41204 4.56673 -0.86454
H -1.99191 5.50858 -2.13224
C -5.77903 -5.60321 0.72223
C -5.93990 -4.22080 1.31567
O -4.65684 -3.63963 1.64911
C -3.97094 -3.11831 0.65820
O -4.29626 -3.06456 -0.49450
C -2.66192 -2.51436 1.18712
F -2.03153 -3.34180 2.01996
F -2.91315 -1.37320 1.85182
F -1.82558 -2.22512 0.19208
H -5.20727 -6.24240 1.39515
H -6.75430 -6.05516 0.54947
H -5.24297 -5.56698 -0.22578
H -6.49044 -4.27477 2.25145
H -6.48798 -3.55489 0.65028
C -4.30335 -0.74510 4.60355
C -3.16770 0.20099 4.92756
O -3.59664 1.26359 5.79560
C -3.69349 0.96028 7.08491
O -3.45888 -0.09842 7.58167
C -4.11818 2.20630 7.87509
F -5.14300 2.83643 7.28761
F -3.10080 3.07426 7.95676
F -4.49305 1.89367 9.10945
H -5.14931 -0.19612 4.18536
H -3.97962 -1.49405 3.88808
H -4.66101 -1.25622 5.49659
H -2.81429 0.68661 4.01932
H -2.32053 -0.32414 5.36770
C 0.71812 -3.75206 0.66829
C 1.53938 -3.38683 1.88690
O 2.28386 -4.51731 2.37748
C 3.39833 -4.80932 1.72762
O 3.84085 -4.22890 0.77998
C 4.09366 -6.00404 2.39811
F 3.23514 -6.99265 2.65830
F 4.64996 -5.63493 3.55679
F 5.05788 -6.49028 1.61748
H 0.06868 -4.60021 0.88748
H 0.10348 -2.90691 0.35793
H 1.35728 -4.03864 -0.16627
H 0.88649 -3.08714 2.70369
H 2.21443 -2.55561 1.68414
C -3.27982 5.03583 10.25228
C -3.41594 6.45035 10.77299
O -2.12860 7.02431 11.06906
C -1.44223 7.47769 10.03189
O -1.78749 7.45672 8.88782
C -0.11821 8.08989 10.51406
F 0.49907 7.29013 11.38978
F -0.34089 9.26456 11.11575
F 0.70941 8.29923 9.49518
H -2.71514 4.42339 10.95654
H -4.26151 4.58831 10.10352
H -2.74527 5.01797 9.30642
H -3.96668 6.45545 11.71097
H -3.95692 7.08632 10.07320
C 7.22589 -4.79782 0.39929
C 6.76789 -5.19901 -0.98348
O 7.02056 -4.15422 -1.94590
C 8.25920 -4.05254 -2.40304
O 9.19190 -4.73514 -2.10797
C 8.31926 -2.91429 -3.43123
F 7.69102 -1.81637 -2.98590
F 7.71611 -3.28182 -4.57687
F 9.56645 -2.57237 -3.71987
H 6.76488 -3.85346 0.69244
H 6.96072 -5.55825 1.12102
H 8.30619 -4.65567 0.43386
H 5.69096 -5.35110 -0.98910
H 7.23322 -6.12908 -1.30864
C 5.29496 -2.73497 -6.46623
C 4.04148 -3.03215 -5.67425
O 2.84897 -2.84331 -6.46116
C 2.52829 -3.81379 -7.30731
O 3.12969 -4.82694 -7.49381
C 1.20741 -3.45088 -8.00035
F 1.21168 -2.17898 -8.42502
F 0.19059 -3.59170 -7.14057
F 0.96830 -4.22368 -9.05219
H 5.25431 -1.73245 -6.89538
H 6.16485 -2.80785 -5.81609
H 5.41304 -3.43545 -7.29247
H 3.95070 -2.33877 -4.83990
H 4.06057 -4.04070 -5.26206
*
```

Values from the calculation:
Lowest unoccupied orbital energy = -4.3 eV
HOMO energy = -11.16 eV
F_max = 0.0504 hartree/bohr

(2)
# C44H66ClN3O3W

A structure of composition C44H66ClN3O3W at a distorted geometry (ωB97M-V/def2-TZVPD, the OMol25 dataset).

Structure (ORCA input):
```
! RIJCOSX wB97M-V def2-TZVPD def2/J DEFGRID3
* xyz 2 1
W -0.21320 -0.05720 -0.25850
C -2.57200 -1.98630 -0.25240
N -2.33270 -0.57850 0.12940
C -3.26180 0.20200 -0.70860
C -2.66230 -0.35880 1.57350
C -1.46250 0.02310 2.47950
N -0.16470 -0.44140 1.95330
C -0.12460 -1.88840 2.28740
C 0.85350 -2.78340 1.56950
C 1.52290 -3.76970 2.26860
C 2.20600 -4.79170 1.60990
C 2.16670 -4.80070 0.22060
C 1.51930 -3.83100 -0.53030
C 0.88950 -2.77560 0.15780
O 0.31640 -1.72810 -0.40910
C 1.45470 -3.89190 -2.04920
C -0.01170 -3.75270 -2.49220
C 2.01400 -5.19980 -2.61300
C 2.26150 -2.71370 -2.60690
C 2.86420 -5.89710 2.41100
C 3.89410 -5.29800 3.37650
C 1.77200 -6.61990 3.21350
C 3.57610 -6.92200 1.52500
C 0.98800 0.17890 2.64140
C 1.82940 1.37750 2.17530
C 2.94720 1.48460 3.02110
C 3.87160 2.50630 2.95850
C 3.68040 3.48800 1.98940
C 2.60290 3.46700 1.12890
C 1.69020 2.39110 1.23210
O 0.67630 2.45160 0.21160
C 2.41220 4.61010 0.11550
C 1.15970 5.44150 0.47390
C 2.34210 4.04520 -1.32590
C 3.58340 5.60230 0.15700
C 5.03970 2.62750 3.91680
C 5.11720 1.45980 4.90300
C 4.86660 3.92950 4.71650
C 6.35150 2.67790 3.12010
H -3.61560 -2.26760 -0.07550
H -1.92890 -2.68330 0.28650
H -2.37390 -2.09590 -1.31900
H -4.29890 -0.10180 -0.53270
H -3.02690 0.04050 -1.75930
H -3.17160 1.26390 -0.49720
H -3.15510 -1.25100 1.96960
H -3.38210 0.45970 1.64830
H -1.63050 -0.41310 3.47360
H -1.42350 1.10230 2.61710
H -1.12000 -2.29690 2.08000
H 0.03260 -2.00020 3.36970
H 1.47730 -3.76180 3.34640
H 2.64620 -5.60920 -0.29770
H -0.65090 -4.43350 -1.93300
H -0.09840 -3.99450 -3.54740
H -0.36760 -2.73010 -2.34870
H 1.46780 -6.05570 -2.22430
H 3.07120 -5.31290 -2.38630
H 1.90730 -5.19750 -3.69490
H 1.86000 -1.78120 -2.21170
H 2.19430 -2.69400 -3.69170
H 3.30810 -2.79830 -2.32300
H 3.43820 -4.60530 4.07840
H 4.67110 -4.77460 2.82510
H 4.35900 -6.09690 3.94560
H 1.28680 -5.95670 3.92350
H 2.21260 -7.44060 3.77080
H 1.01060 -7.02770 2.55340
H 4.36880 -6.45230 0.94680
H 2.88250 -7.42250 0.85320
H 4.03070 -7.68310 2.15350
H 1.73240 -0.62020 2.72720
H 0.67250 0.42730 3.66840
H 3.07140 0.72340 3.77220
H 4.39660 4.28270 1.92380
H 0.19030 4.94260 0.40540
H 1.10430 6.30400 -0.18640
H 1.25160 5.81570 1.49070
H 1.33000 4.00540 -1.73090
H 2.78840 3.05250 -1.37010
H 2.91100 4.68440 -1.99660
H 3.66790 6.08520 1.12540
H 3.40350 6.38570 -0.57280
H 4.52580 5.12470 -0.09420
H 4.22420 1.40650 5.52150
H 5.96780 1.60890 5.56260
H 5.26220 0.51570 4.38290
H 3.87860 3.97210 5.17160
H 4.99490 4.80720 4.08770
H 5.61170 3.96840 5.50640
H 6.46520 1.78230 2.51230
H 7.19020 2.73160 3.80890
H 6.39850 3.54770 2.46970
N 3.50260 0.48880 -2.31460
C 2.23400 0.53040 -1.90360
O 1.96800 0.34170 -0.70050
C 1.17150 0.85750 -2.91470
C -0.26350 0.66710 -2.34560
H 4.23040 0.24690 -1.65660
H 3.75370 0.60540 -3.28420
H 1.33400 0.22680 -3.79130
H 1.33220 1.88910 -3.24340
H -0.73980 -0.11780 -2.95130
H -0.83120 1.57380 -2.60220
Cl -3.66680 5.25800 4.63230
C -2.82010 4.37580 3.41990
C -1.46630 4.10700 3.56360
C -0.79570 3.37550 2.59940
C -1.43980 2.90430 1.45000
C -0.77100 2.05580 0.38910
C -2.79210 3.23640 1.30660
C -3.47920 3.93960 2.27730
H -0.93570 4.46550 4.43080
H 0.25050 3.17980 2.77340
H 0.70700 3.40460 -0.04790
H -1.19360 2.44810 -0.56260
H -3.33390 2.96680 0.41160
H -4.52400 4.16730 2.14410
*
```

Values from the calculation:
Lowest unoccupied orbital energy (spin up / spin down) = -5.4 / -5.3 eV
HOMO energy (spin up / spin down) = -12.94 / -12.69 eV
F_max = 0.0686 hartree/bohr
Energy relative to the best compared isomer or geometry (same formula, charge and spin) = 91.6 kcal per mole